C43H38FMnN8O7S | wB97M-V/def2-TZVPD

Positions of all 99 atoms, in Å:
Mn: -0.074 -0.364 -0.966
C: -1.333 2.991 12.328
O: -0.649 1.860 11.808
C: -0.650 1.682 10.470
C: -1.274 2.532 9.561
C: -1.211 2.249 8.204
C: -0.535 1.131 7.735
C: 0.088 0.289 8.659
C: 0.034 0.556 10.009
C: -0.498 0.873 6.291
N: -1.025 1.646 5.368
C: -0.755 1.015 4.182
C: -0.061 -0.149 4.382
N: 0.104 -0.231 5.745
C: 0.384 -0.993 3.315
C: 1.147 -2.160 3.451
C: 1.530 -2.841 2.327
C: 1.150 -2.354 1.073
N: 0.415 -1.267 0.917
C: 0.033 -0.590 2.019
C: -0.742 0.608 1.795
N: -1.054 0.880 0.511
C: -1.690 2.012 0.259
C: -2.082 2.909 1.257
C: -1.802 2.617 2.567
C: -1.113 1.435 2.858
H: -1.215 2.942 13.406
H: -2.395 2.957 12.077
H: -0.897 3.920 11.956
H: -1.806 3.410 9.894
H: -1.694 2.902 7.491
H: 0.632 -0.591 8.336
H: 0.516 -0.090 10.730
H: 0.552 -0.970 6.258
H: 1.440 -2.514 4.432
H: 2.123 -3.742 2.389
H: 1.450 -2.874 0.181
H: -1.912 2.223 -0.773
H: -2.600 3.817 0.981
H: -2.086 3.275 3.377
N: -1.128 0.268 -2.643
S: -2.174 1.365 -3.078
C: -1.767 1.923 -4.713
C: -1.164 3.167 -4.825
C: -0.768 3.615 -6.079
C: -0.974 2.817 -7.195
C: -1.575 1.568 -7.069
C: -1.978 1.115 -5.824
C: -3.741 0.564 -3.390
C: -3.905 -0.753 -2.999
C: -5.142 -1.359 -3.197
C: -6.186 -0.646 -3.763
C: -6.008 0.684 -4.135
C: -4.783 1.299 -3.947
H: -1.035 -0.444 -3.366
H: -1.000 3.775 -3.944
H: -0.303 4.585 -6.183
H: -0.672 3.170 -8.172
H: -1.739 0.954 -7.944
H: -2.464 0.153 -5.720
H: -3.086 -1.289 -2.535
H: -5.285 -2.389 -2.901
H: -7.146 -1.121 -3.910
H: -6.827 1.240 -4.571
H: -4.636 2.331 -4.243
O: -0.262 -4.143 -1.056
C: 0.126 -3.305 -1.842
O: -0.331 -2.115 -2.031
C: 1.317 -3.681 -2.757
N: 1.547 -2.557 -3.736
C: 1.385 -3.091 -5.122
C: 0.510 -4.321 -4.939
C: 1.026 -4.911 -3.622
H: 2.198 -3.797 -2.129
H: 2.437 -2.051 -3.616
H: 0.801 -1.891 -3.469
H: 2.375 -3.359 -5.486
H: 0.977 -2.314 -5.764
H: 0.621 -5.008 -5.775
H: -0.543 -4.048 -4.859
H: 1.932 -5.491 -3.798
H: 0.305 -5.549 -3.118
F: 7.289 1.024 -0.344
C: 6.459 0.491 -1.237
C: 5.333 1.104 -1.595
N: 4.463 0.573 -2.537
C: 3.177 1.223 -2.761
C: 2.075 0.670 -1.874
O: 1.205 1.454 -1.452
O: 2.056 -0.571 -1.629
C: 4.714 -0.632 -3.129
O: 3.969 -1.147 -3.956
N: 5.882 -1.239 -2.742
C: 6.838 -0.791 -1.821
O: 7.827 -1.428 -1.576
H: 5.052 2.054 -1.162
H: 2.897 1.079 -3.805
H: 3.285 2.288 -2.569
H: 6.096 -2.113 -3.205

Output
Kohn-Sham gap (alpha / beta), eV: 7.34 / 7.32
2S+1: 2
⟨S²⟩: 0.819
HOMO level (alpha / beta), eV: -9.7 / -9.6
Energy, hartree: -4275.1354
Total charge: +1

***

C3H6S3 | wB97M-V/def2-TZVPD

Positions of all 12 atoms, in Å:
C: 1.736 0.244 -0.198
C: -0.811 0.840 1.252
C: -1.198 -0.874 -0.727
H: 1.616 -0.232 -1.156
H: 2.687 0.798 0.021
H: 1.982 -0.556 0.688
H: -1.554 0.155 -1.133
H: -2.034 -1.669 -1.387
H: -0.201 -1.122 -1.155
S: 0.346 1.420 0.139
S: -1.156 1.706 2.695
S: -1.413 -0.711 0.961

Output
Kohn-Sham gap, eV: 7.67
HOMO level, eV: -8.4
Energy, hartree: -1312.3704

***

C50H138N8O17 | wB97M-V/def2-TZVPD

Positions of all 213 atoms, in Å:
C: 4.264 3.821 6.122
C: 5.729 3.865 5.588
C: 5.853 3.671 4.006
O: 5.301 2.410 3.652
C: 5.430 2.060 2.252
N: 6.375 5.105 6.018
H: 3.824 2.963 5.613
H: 3.757 4.677 5.678
H: 4.082 3.836 7.197
H: 6.209 3.048 6.127
H: 6.884 3.779 3.672
H: 5.296 4.491 3.552
H: 4.975 2.785 1.578
H: 4.969 1.076 2.168
H: 6.451 1.831 1.946
H: 5.923 5.867 5.534
H: 6.191 5.264 6.998
C: -1.259 0.578 4.697
C: -2.471 -0.167 4.176
C: -3.332 -0.895 5.235
O: -4.601 -1.447 4.766
C: -5.232 -2.354 5.646
N: -3.383 0.798 3.567
H: -0.579 0.986 3.950
H: -0.624 -0.094 5.274
H: -1.664 1.313 5.393
H: -2.134 -0.889 3.432
H: -3.509 -0.276 6.114
H: -2.756 -1.684 5.719
H: -4.565 -3.141 5.999
H: -5.947 -2.909 5.039
H: -5.676 -1.893 6.528
H: -4.222 0.247 3.678
H: -3.426 1.549 4.240
C: -6.003 -3.860 -1.441
C: -6.087 -3.382 -2.874
C: -7.284 -2.494 -3.120
O: -7.415 -2.340 -4.525
C: -8.175 -1.313 -4.991
N: -4.837 -2.701 -3.160
H: -5.116 -4.430 -1.168
H: -6.798 -4.578 -1.239
H: -5.991 -3.099 -0.661
H: -6.148 -4.225 -3.562
H: -7.118 -1.537 -2.625
H: -8.242 -2.865 -2.758
H: -9.217 -1.421 -4.688
H: -8.075 -1.267 -6.075
H: -7.942 -0.332 -4.577
H: -4.770 -1.923 -2.521
H: -4.860 -2.373 -4.115
C: 2.654 -3.082 0.805
C: 2.162 -2.637 2.187
C: 3.218 -1.690 2.776
O: 2.778 -1.250 4.109
C: 3.683 -0.432 4.722
N: 0.844 -2.046 2.031
H: 2.149 -4.009 0.535
H: 3.716 -3.279 0.663
H: 2.477 -2.300 0.067
H: 2.115 -3.508 2.842
H: 3.515 -0.878 2.112
H: 4.117 -2.283 2.942
H: 3.439 -0.230 5.765
H: 3.739 0.487 4.138
H: 4.694 -0.840 4.716
H: 0.715 -1.330 2.732
H: 0.872 -1.531 1.163
C: 2.605 2.873 -3.819
C: 2.397 2.924 -2.289
C: 3.419 2.137 -1.477
O: 3.329 0.792 -1.883
C: 4.352 -0.003 -1.272
N: 2.570 4.368 -1.959
H: 3.592 3.251 -4.085
H: 1.876 3.496 -4.337
H: 2.602 1.843 -4.176
H: 1.405 2.554 -2.029
H: 3.212 2.191 -0.408
H: 4.419 2.532 -1.661
H: 4.093 -0.230 -0.238
H: 5.352 0.426 -1.339
H: 4.354 -0.909 -1.878
H: 2.509 4.368 -0.950
H: 1.711 4.855 -2.174
C: -5.175 1.105 -4.137
C: -4.445 1.601 -2.892
C: -3.460 0.554 -2.253
O: -4.234 -0.494 -1.597
C: -4.802 -0.145 -0.365
N: -3.720 2.798 -3.177
H: -4.515 0.633 -4.864
H: -5.776 1.894 -4.587
H: -5.811 0.267 -3.850
H: -5.245 1.851 -2.196
H: -2.765 0.998 -1.541
H: -2.939 0.064 -3.076
H: -4.048 -0.126 0.422
H: -5.559 -0.800 0.066
H: -5.201 0.868 -0.309
H: -3.454 3.316 -2.352
H: -4.414 3.424 -3.562
C: -2.739 4.026 1.942
C: -3.364 3.130 0.867
O: -3.750 4.004 -0.158
H: -1.989 4.751 1.629
H: -2.341 3.412 2.750
H: -3.484 4.698 2.367
H: -4.210 2.584 1.285
H: -2.671 2.408 0.436
H: -4.478 4.532 0.175
C: 0.015 -1.941 -6.406
C: -0.845 -2.100 -7.715
O: 0.002 -2.742 -8.634
H: -0.562 -1.316 -5.724
H: 0.996 -1.499 -6.580
H: 0.134 -2.918 -5.938
H: -1.205 -1.152 -8.114
H: -1.777 -2.630 -7.519
H: -0.450 -2.731 -9.482
C: 0.120 -6.715 -0.249
C: -0.718 -5.762 -1.053
O: -2.088 -6.050 -1.066
H: 1.148 -6.558 -0.577
H: 0.010 -7.782 -0.443
H: 0.221 -6.468 0.807
H: -0.473 -5.706 -2.113
H: -0.553 -4.720 -0.778
H: -2.526 -5.731 -1.859
C: -0.350 6.976 4.017
C: -1.822 6.600 4.394
O: -1.999 6.572 5.816
H: -0.163 7.152 2.958
H: 0.401 6.256 4.342
H: -0.140 7.876 4.595
H: -2.091 5.624 3.991
H: -2.603 7.251 4.000
H: -1.803 7.452 6.145
C: -3.058 -4.804 -5.612
C: -3.620 -5.791 -4.675
O: -3.526 -5.232 -3.365
H: -3.554 -3.840 -5.504
H: -3.123 -5.211 -6.622
H: -2.017 -4.546 -5.420
H: -3.085 -6.740 -4.645
H: -4.637 -6.107 -4.909
H: -3.954 -4.372 -3.375
C: 2.899 6.813 0.020
C: 2.630 5.826 1.115
O: 1.653 4.971 0.620
H: 1.950 7.314 -0.166
H: 3.357 6.461 -0.905
H: 3.456 7.665 0.409
H: 2.217 6.398 1.946
H: 3.529 5.271 1.381
H: 1.462 4.366 1.340
C: 0.162 4.109 7.133
C: -1.226 3.627 7.505
O: -2.098 3.884 6.476
H: 0.174 5.197 7.069
H: 0.545 3.698 6.199
H: 0.843 3.795 7.924
H: -1.542 4.065 8.452
H: -1.242 2.566 7.753
H: -2.101 4.799 6.184
C: 1.806 3.236 3.603
O: 1.187 2.917 2.325
C: 1.525 1.619 1.824
C: 0.614 1.258 0.631
N: 0.956 0.083 -0.212
C: -0.075 -0.332 -1.220
C: 0.474 -1.532 -2.035
O: -0.079 -1.689 -3.346
C: -1.326 -2.460 -3.233
H: 1.511 2.431 4.276
H: 1.325 4.164 3.914
H: 2.881 3.407 3.546
H: 1.340 0.821 2.542
H: 2.569 1.607 1.509
H: 0.487 2.140 0.004
H: -0.374 1.150 1.080
H: 1.724 0.393 -0.790
H: -0.303 0.484 -1.906
H: -0.981 -0.572 -0.663
H: 0.593 -2.427 -1.425
H: 1.494 -1.230 -2.273
H: -1.108 -3.515 -3.073
H: -1.795 -2.479 -4.217
H: -2.064 -2.101 -2.516
C: 4.884 -6.822 0.248
O: 4.149 -6.033 -0.687
C: 4.885 -5.888 -1.902
C: 4.321 -4.832 -2.890
N: 5.052 -4.847 -4.158
C: 4.183 -4.489 -5.310
C: 3.489 -3.187 -5.151
O: 4.402 -2.080 -4.935
C: 3.653 -0.845 -4.756
H: 4.560 -6.677 1.279
H: 5.945 -6.578 0.298
H: 4.715 -7.882 0.053
H: 4.885 -6.787 -2.519
H: 5.871 -5.518 -1.620
H: 4.257 -3.827 -2.472
H: 3.245 -4.850 -3.064
H: 5.720 -4.092 -4.220
H: 3.499 -5.313 -5.510
H: 4.794 -4.536 -6.212
H: 2.807 -3.288 -4.307
H: 2.830 -3.031 -6.005
H: 4.312 -0.108 -4.298
H: 2.795 -1.003 -4.102
H: 3.240 -0.393 -5.657

Output
Kohn-Sham gap, eV: 9.07
HOMO level, eV: -8.7
Energy, hartree: -3704.5712